1.
Entry from the OMol25 dataset: a structure of composition C24H36AuP2Si in a non-equilibrium geometry (wB97M-V/def2-TZVPD).

Summary:
E_HOMO (alpha / beta) in eV: -6.7 / -10.4
LUMO (alpha / beta) in eV: -2.347 / -4.171
Total energy in a.u.: -2043.5939
Multiplicity: 3
Total charge: +1
ΔE to the lowest compared entry with this formula, charge and spin in kJ/mol: 110.8

CARTESIAN COORDINATES (ANGSTROEM)
C (1.64079, -1.05277, -0.35540)
C (1.31969, 0.30658, -0.65023)
C (1.64170, 1.10563, 0.53919)
H (1.19829, 0.72777, -1.63609)
C (2.30951, 0.20561, 1.45300)
C (2.28416, -1.09268, 0.90645)
H (2.76928, -1.96831, 1.34427)
H (1.48071, -1.89138, -1.02044)
H (1.67575, 2.19072, 0.55459)
H (2.80588, 0.50541, 2.37661)
Au (-0.56519, 0.70410, 0.79529)
C (-2.25437, 2.85351, -2.69617)
H (-1.85931, 3.48386, -1.89503)
H (-3.15893, 2.32974, -2.37010)
H (-2.52336, 3.48418, -3.55820)
Si (-0.94581, 1.76373, -3.42202)
C (-1.19334, 0.50463, -4.73981)
C (-0.29860, -0.58642, -4.63605)
H (0.63188, -0.50303, -4.05782)
C (-0.63570, -1.82698, -5.18287)
H (-0.00502, -2.68792, -4.97493)
C (-1.78226, -1.93999, -5.97967)
H (-2.01711, -2.90122, -6.44892)
C (-2.59719, -0.82285, -6.18925)
H (-3.48292, -0.92279, -6.81854)
C (-2.31017, 0.40942, -5.58369)
H (-2.93963, 1.28522, -5.74237)
C (0.74039, 2.51860, -3.47645)
C (1.64982, 2.19627, -4.50573)
H (1.29104, 1.75597, -5.43843)
C (3.02397, 2.38870, -4.29144)
H (3.73708, 2.07775, -5.06142)
C (3.48974, 2.93911, -3.09227)
H (4.56282, 3.05170, -2.91900)
C (2.57682, 3.38943, -2.13291)
H (2.94332, 3.86266, -1.21444)
C (1.20401, 3.23475, -2.35321)
H (0.49118, 3.62018, -1.62008)
H (-1.05564, 0.73160, -2.08536)
H (-0.37930, 0.47499, -2.52230)
C (-2.33396, 1.54636, 3.69854)
P (-1.38513, 0.21078, 2.93766)
C (0.00835, -0.21219, 4.00724)
C (-2.48224, -1.25816, 2.83296)
C (-3.02234, -1.58680, 1.42424)
P (-2.58082, -0.34970, 0.13204)
C (-2.48083, -1.22902, -1.45850)
C (-4.00357, 0.78292, 0.03975)
H (-1.64047, 2.14899, 4.30628)
H (-3.12840, 1.13141, 4.33945)
H (-2.78138, 2.18767, 2.92556)
H (-0.32572, -0.29967, 5.05063)
H (0.46125, -1.15657, 3.67600)
H (0.76331, 0.57978, 3.92451)
H (-1.89339, -2.11313, 3.20215)
H (-3.31711, -1.10191, 3.53551)
H (-2.62046, -2.55212, 1.08022)
H (-4.11973, -1.69179, 1.44172)
H (-3.17754, -2.08257, -1.47131)
H (-2.74215, -0.57052, -2.29940)
H (-1.46163, -1.60434, -1.61296)
H (-4.14071, 1.32054, 0.98976)
H (-3.85245, 1.51977, -0.75890)
H (-4.91350, 0.20429, -0.17769)

Atomic forces in eV per Å
C 0.8 0.0 0.9
C -0.5 1.2 1.5
C -0.1 -0.6 -0.9
H -0.1 0.0 0.0
C 0.0 -0.3 -0.2
C 0.0 0.0 -0.3
H -0.4 0.3 -0.1
H 0.1 0.1 0.0
H 0.4 -0.2 -0.1
H -0.3 -0.2 -0.2
Au 0.5 -0.7 -0.7
C -0.3 0.1 -0.8
H 0.0 -0.2 -0.1
H 0.3 0.1 -0.2
H -0.2 0.3 0.2
Si 0.9 0.4 0.0
C -0.2 -0.2 -0.3
C -0.4 -0.5 0.1
H -0.5 0.0 -0.2
C -0.1 0.4 -0.3
H -0.1 0.1 -0.3
C 0.1 0.2 0.2
H 0.0 0.4 0.2
C -0.1 0.1 -0.3
H 0.3 0.1 0.1
C 0.3 -0.7 0.3
H -0.1 -0.3 0.1
C -0.1 0.5 -0.1
C 0.6 -0.1 0.6
H 0.2 0.0 0.3
C -0.4 -0.1 -0.3
H -0.3 0.2 0.3
C -0.2 0.1 0.1
H -0.4 -0.1 -0.1
C 0.0 0.1 -0.2
H -0.2 -0.1 -0.4
C 0.3 -0.3 0.2
H 0.2 -0.2 -0.1
H -1.1 0.5 1.3
H 1.2 -0.2 -0.6
C -0.3 0.1 0.5
P 0.7 0.6 -0.5
C -0.1 -0.1 0.7
C -0.1 -0.2 0.3
C -0.4 -0.3 -0.3
P 0.5 0.3 -0.4
C -0.6 -0.6 -0.3
C -0.4 -0.2 -0.1
H -0.3 -0.1 -0.2
H 0.3 0.3 -0.1
H 0.2 -0.2 0.3
H 0.2 -0.1 -0.1
H -0.2 0.3 0.0
H -0.3 -0.2 0.1
H -0.2 0.3 0.0
H 0.3 -0.1 -0.2
H -0.1 0.3 0.1
H 0.4 0.0 0.0
H 0.2 0.2 0.0
H 0.0 -0.2 0.3
H -0.2 0.1 0.1
H 0.1 -0.2 -0.3
H 0.0 -0.3 0.4
H 0.1 0.2 0.1

Atomic partial charges in e from the natural (NBO) method, atoms 1 to 5: -0.198 -0.406 -0.478 0.244 -0.174

=====

2.
Entry from the OMol25 dataset: a structure of composition C24H36CaO21Pt2 in a non-equilibrium geometry (wB97M-V/def2-TZVPD).

Summary:
E_HOMO (alpha / beta) in eV: -8.4 / -8.4
LUMO (alpha / beta) in eV: -3.220 / -4.172
Total energy in a.u.: -3432.4662
Multiplicity: 5

CARTESIAN COORDINATES (ANGSTROEM)
Ca (-2.12255, 0.39844, 2.55439)
Pt (1.55885, 1.53764, 2.85545)
Pt (-3.16137, -1.93304, -0.21497)
C (-6.35187, 0.88115, 0.86031)
C (-4.89032, 0.57976, 0.84936)
O (-4.14331, 1.14047, 1.65134)
O (-4.53964, -0.40236, 0.08243)
H (-6.77635, 0.77386, 1.86298)
H (-6.96101, 0.25473, 0.21680)
H (-6.55059, 1.94201, 0.69489)
C (0.42898, -1.86268, 5.41440)
C (0.69945, -0.80222, 4.37663)
O (1.87079, -0.37692, 4.24407)
O (-0.23506, -0.30672, 3.69135)
H (0.39384, -1.33654, 6.37105)
H (1.26623, -2.55193, 5.48189)
H (-0.54206, -2.31214, 5.22280)
C (-1.31555, 4.19643, 4.90156)
C (-0.81305, 3.16032, 3.94935)
O (0.44723, 2.94576, 3.89923)
O (-1.58880, 2.58396, 3.16341)
H (-0.89702, 3.94362, 5.87959)
H (-2.39205, 4.11998, 5.02538)
H (-1.01578, 5.20574, 4.63693)
C (0.21425, 0.65249, -1.07652)
C (-0.54825, 0.57456, 0.21177)
O (-1.59241, -0.18519, 0.27367)
O (-0.03950, 1.11355, 1.20973)
H (1.25639, 0.37596, -0.94829)
H (0.04575, 1.59639, -1.59977)
H (-0.15916, -0.02676, -1.85530)
C (4.18239, -0.01443, -0.14484)
C (4.12390, 0.00893, 1.37170)
O (5.11237, -0.29432, 2.00714)
O (2.98248, 0.31957, 1.90178)
H (4.79460, 0.82587, -0.47570)
H (3.20181, 0.20506, -0.57922)
H (4.45046, -0.99212, -0.53688)
C (-3.28312, -3.95668, 3.49961)
C (-2.94512, -2.56247, 3.06154)
O (-2.78579, -2.25235, 1.80666)
O (-3.04274, -1.61817, 3.84450)
H (-2.39346, -4.55755, 3.68825)
H (-3.91987, -4.46386, 2.77618)
H (-3.84784, -3.87661, 4.42475)
C (-0.86561, 2.79612, -4.12343)
C (-0.56827, 3.68958, -5.28087)
C (-1.27383, 5.02753, -5.39428)
O (-0.28680, 5.85539, -5.97807)
C (0.92127, 5.40849, -5.49656)
O (1.83061, 6.12855, -5.26208)
O (0.82449, 4.09962, -5.19959)
H (-0.12472, 2.02341, -3.91314)
H (-1.86623, 2.37535, -4.06359)
H (-0.70391, 3.39594, -3.21333)
H (-0.65890, 3.20525, -6.25726)
H (-1.64786, 5.44860, -4.45035)
H (-2.18491, 4.99753, -5.99400)
C (3.91535, -1.70995, -3.57511)
C (2.63407, -0.94029, -3.26580)
C (2.63524, 0.53073, -3.66319)
O (1.88690, 0.53377, -4.88351)
C (1.09226, -0.56482, -4.88533)
O (0.09264, -0.67201, -5.51812)
O (1.59348, -1.51653, -4.07123)
H (4.74032, -1.38827, -2.94019)
H (4.29567, -1.49631, -4.58531)
H (3.74001, -2.78224, -3.59144)
H (2.56283, -1.12581, -2.19292)
H (3.62750, 0.93320, -3.84822)
H (2.14322, 1.14474, -2.90561)
C (0.63744, -4.59711, 2.37645)
C (0.46242, -3.91003, 1.05799)
C (1.00909, -2.46775, 0.97145)
O (2.02134, -2.51333, -0.03346)
C (2.14129, -3.76225, -0.51749)
O (2.96775, -4.14149, -1.27717)
O (1.14739, -4.55625, -0.04131)
H (1.68808, -4.79370, 2.59391)
H (0.03161, -5.49280, 2.50081)
H (0.31285, -3.91763, 3.17401)
H (-0.56484, -3.90722, 0.68171)
H (1.39785, -2.16105, 1.94014)
H (0.21678, -1.82812, 0.59414)

Atomic forces in eV per Å
Ca 0.6 0.0 0.6
Pt 1.1 -0.9 0.3
Pt 0.5 2.0 1.4
C -1.1 0.6 0.2
C 0.5 -0.8 1.2
O 0.1 0.0 -0.3
O -0.7 -0.7 -1.2
H 0.5 -0.3 0.2
H 0.2 0.1 -0.3
H 0.2 0.0 -0.5
C 0.0 0.5 -0.1
C 0.4 0.5 -0.3
O -0.2 0.6 0.1
O -1.2 -0.5 0.1
H -0.1 -0.1 0.0
H -0.1 -0.2 -0.1
H 0.1 -0.3 0.1
C 0.0 -0.5 1.0
C 0.5 -0.5 -1.8
O 0.3 0.3 0.8
O -0.8 -0.4 0.5
H 0.2 0.3 0.0
H -0.1 0.1 -0.4
H 0.1 0.0 -0.1
C -0.8 -0.4 -1.6
C 1.6 -1.1 -0.7
O -0.5 0.1 0.5
O -1.5 -0.2 -0.3
H 0.1 0.5 0.4
H 0.5 0.4 0.6
H -0.2 -0.4 0.5
C -1.1 0.5 -0.4
C 0.1 0.0 0.5
O 0.3 0.0 0.0
O -1.0 0.5 -0.4
H 0.5 -0.4 -0.1
H -0.1 0.0 0.3
H 0.6 0.1 0.1
C 0.1 -0.2 0.1
C -2.0 1.2 -0.1
O 1.1 -0.5 -0.8
O 0.6 -0.2 0.4
H 0.0 0.0 -0.1
H 0.2 0.0 -0.2
H 0.1 0.0 0.1
C 0.4 0.4 1.9
C 0.6 -0.3 -1.2
C -1.2 0.0 0.3
O 0.2 0.1 0.1
C -0.9 0.4 0.6
O 0.6 -0.3 -0.5
O 0.1 0.1 0.3
H -0.1 -0.3 -1.0
H 0.0 0.0 -0.4
H -0.5 0.2 -0.1
H -0.1 -0.3 0.2
H 0.6 -0.1 0.2
H 0.4 -0.1 -0.5
C 0.6 0.6 -1.5
C 2.0 -1.1 -0.1
C 0.1 -0.2 0.1
O -0.3 0.1 0.3
C 0.2 0.0 0.1
O -0.1 -0.1 -0.3
O -0.6 0.5 0.6
H -0.2 -0.4 0.4
H -0.3 0.2 0.0
H 0.0 0.0 0.7
H -1.2 0.2 -0.1
H 0.0 -0.1 -0.1
H -0.1 0.1 -0.2
C -0.1 0.3 0.7
C -0.2 0.3 -1.6
C -0.5 -0.5 0.0
O 0.3 0.0 0.3
C -0.5 -0.5 0.2
O 0.2 0.3 -0.3
O 0.5 -0.1 0.5
H 0.0 -0.2 -0.2
H 0.2 -0.2 -0.3
H -0.1 0.1 -0.1
H -0.2 -0.1 0.7
H 0.2 0.5 -0.2
H 0.1 0.3 0.4

Atomic partial charges in e from the Löwdin method, atoms 1 to 5: 1.514 1.375 1.297 0.014 -0.634